ORCA calculation (ωB97M-V with the def2-TZVPD basis set) on the ion C5H14N2O with charge +1 at a distorted geometry.

Calculated values
⟨S²⟩ = 0.76
largest force on an atom = 7.09 eV/Å
frontier orbital gap (spin up / spin down) = 10.73 / 4.74 eV
relative energy (zero: lowest compared OMol25 entry of this formula, charge and spin) = 85.00 kcal/mol

The geometry in ORCA input format:
```
! RIJCOSX wB97M-V def2-TZVPD def2/J DEFGRID3
* xyz 1 2
N -2.08 1.62 -0.69
C -0.86 0.90 -0.25
C 0.41 1.84 -0.35
C -0.71 -0.32 -1.09
N 0.63 -0.99 -0.81
C 0.69 -2.09 0.29
C 0.75 -1.27 1.61
O 1.89 -0.52 1.69
H -1.85 2.47 -1.34
H -2.51 2.03 0.10
H -1.04 0.71 0.86
H 1.18 1.51 -1.05
H 0.09 2.79 -0.59
H 0.77 1.85 0.68
H -0.81 -0.02 -2.15
H -1.57 -0.92 -0.78
H 0.87 -1.45 -1.83
H -0.11 -2.88 0.35
H 1.66 -2.64 0.15
H -0.09 -0.68 1.95
H 0.86 -2.00 2.46
H 1.82 0.07 0.79
*
```